Entry 1:
An isolated molecule of C7H11Cl2N, computed with ωB97M-V/def2-TZVPD.

Structure (XYZ):
```
21
Properties=species:S:1:pos:R:3:forces:R:3
C -1.63167 1.95333 -0.54034 -5.252 -3.920 0.282
C -1.32186 0.57849 0.02254 2.031 -1.650 -0.093
Cl -2.69920 -0.60206 -0.32747 -0.407 0.803 0.346
C -0.91508 0.55173 1.51792 0.475 -1.209 -2.863
C 0.26202 0.08254 1.90811 0.160 2.540 1.813
C 1.30927 -0.46281 1.04730 -0.470 4.378 -3.860
C 0.69698 -0.91615 -0.31005 1.599 -0.319 -0.111
C 1.74304 -1.32423 -1.42937 -2.406 -0.311 3.106
Cl -0.19956 -2.43799 0.09544 -0.148 -1.178 0.173
N -0.16778 0.05768 -0.84039 -0.575 1.576 2.253
H -1.69687 1.74326 -1.55888 0.068 0.465 -1.942
H -0.94777 2.56896 -0.25886 4.611 3.878 1.300
H -2.60595 2.37113 -0.22888 0.301 -0.485 0.081
H -1.67186 0.80173 2.17860 -1.169 0.956 1.270
H 0.61146 0.41210 2.93712 -0.701 -1.117 -0.951
H 2.14193 0.34328 0.84669 -1.479 -1.327 0.313
H 1.72248 -1.18981 1.57183 2.200 -3.716 1.812
H 1.18297 -1.61050 -2.25945 -0.669 -0.291 -1.678
H 2.29521 -2.14650 -1.08541 0.665 -1.323 0.503
H 2.39928 -0.55779 -1.55759 1.640 2.406 -0.841
H -0.50702 -0.21639 -1.72884 -0.473 -0.157 -0.914
```
Positions in Å, forces in eV/Å.

Calculated values
ΔE to the lowest compared entry with this formula, charge and spin (kcal/mol): 1.4
E_HOMO (Ha): -0.349
SMILES string: C[C@]1(Cl)C=CC[C@@](C)(Cl)N1
Multiplicity: 1
Frontier orbital gap (eV): 10.4
Maximum force (eV/A): 6.559


Entry 2:
A structure of composition C39H60MoOPSe2Si5, computed with ωB97M-V/def2-TZVPD.

Structure (XYZ):
```
109
Properties=species:S:1:pos:R:3:forces:R:3
Mo -0.27153 -0.56649 1.25796 -0.593 0.247 -0.118
Se 0.25337 -0.62438 -1.09840 0.249 -0.092 -0.017
P -0.28053 1.85059 -4.27186 -0.858 -0.838 -0.108
Se -2.52107 1.78876 -4.44853 0.457 -0.553 -0.033
C 0.52471 1.41542 -5.90312 0.232 0.640 0.118
C -0.15056 1.32777 -7.10403 0.158 -1.658 -0.968
C 0.48146 0.69060 -8.22099 -1.568 0.736 0.912
C 1.80293 0.40584 -8.15895 2.189 -0.616 -1.378
C 2.57981 0.76257 -7.02927 -0.653 0.476 -0.841
C 1.93507 1.26344 -5.90458 0.154 -0.303 -0.476
C -0.19463 3.62263 -4.48782 0.163 -0.299 -0.720
C 0.33771 4.34161 -3.46038 0.192 -0.060 -0.043
C 0.41307 5.71311 -3.56474 0.457 0.195 0.874
C 0.02439 6.36466 -4.72013 0.416 0.600 -0.208
C -0.33246 5.59232 -5.83282 -1.886 -0.335 -1.117
C -0.56974 4.23012 -5.68333 0.925 0.348 0.049
H -1.20248 1.60085 -7.19200 0.114 -0.270 0.342
H -0.10718 0.38612 -9.08789 0.120 0.377 0.122
H 2.30487 -0.01859 -9.10619 -0.673 0.552 1.728
H 3.65504 0.78173 -7.18177 -0.018 -0.252 0.544
H 2.54164 1.60049 -5.05773 -0.389 -0.319 -0.017
H 0.71660 3.76729 -2.62268 0.009 0.411 0.152
H 0.86331 6.18231 -2.69255 -0.291 0.662 -0.273
H 0.04989 7.46298 -4.73200 0.094 -0.526 -0.292
H -0.67881 5.95258 -6.84098 0.696 0.412 1.268
H -0.92115 3.59721 -6.50673 0.034 0.593 0.397
C -2.03418 -0.63749 6.05366 1.377 -0.187 -0.601
O -1.14007 -0.17940 5.01129 -0.538 -0.669 0.016
Si -1.37587 1.21035 4.12735 0.646 -0.571 -0.372
C -1.13317 2.51575 5.40467 -2.144 0.271 0.876
C -3.20338 1.29548 3.82647 -0.553 0.668 -2.298
C -0.18862 1.18103 2.48346 -1.811 -0.211 0.086
Si -0.80431 2.50440 1.28377 -1.182 1.969 0.113
C -1.35301 4.12302 2.26492 -0.435 -0.452 -0.940
C -2.35748 2.06491 0.27840 0.110 -0.560 0.040
C 0.39086 3.28544 0.02328 0.090 -0.675 -0.103
Si 1.59628 1.48094 2.53932 2.416 0.678 2.577
C 2.83784 1.26800 1.12008 0.340 -0.055 -0.290
C 2.19295 0.46235 4.10851 1.485 -0.767 -1.625
C 2.04591 3.29173 3.02246 1.607 -0.338 1.793
H -1.79750 -0.16954 7.01207 -0.101 0.272 -0.094
H -1.77733 -1.68575 6.15117 -0.238 -0.307 0.184
H -3.09350 -0.55105 5.82971 -0.062 0.216 -0.215
H -0.30165 3.05928 5.13844 2.004 1.728 -0.218
H -1.02545 2.14287 6.43189 0.239 -0.268 -0.378
H -2.03149 3.19119 5.46896 0.908 -0.424 -0.364
H -3.77695 1.41924 4.72786 -0.030 0.145 0.552
H -3.53945 0.37810 3.35231 -0.282 -0.170 -0.026
H -3.51860 2.11462 3.10302 0.443 -0.837 0.956
H -0.48216 4.69851 2.58111 -0.176 -0.103 0.300
H -2.08055 3.97849 3.08509 0.488 0.117 -0.279
H -1.85308 4.75643 1.49236 0.203 -0.436 0.449
H -3.27196 2.04227 0.88863 0.282 -0.581 -0.022
H -2.25045 1.18371 -0.38658 -0.235 0.338 0.498
H -2.57567 2.84935 -0.42474 0.268 0.681 -0.386
H 0.87756 4.20170 0.43553 -0.243 -0.762 -0.472
H -0.32530 3.53659 -0.78551 0.514 0.189 0.371
H 1.12123 2.57221 -0.43248 -0.464 0.730 0.348
H 2.50852 0.60790 0.29909 0.504 0.014 0.387
H 3.78652 0.89036 1.64554 -1.247 0.502 -1.001
H 3.00401 2.28371 0.65327 -0.002 -1.140 0.620
H 3.28871 0.59537 4.41958 -1.519 -0.116 -0.482
H 1.55051 0.78714 4.87886 -0.659 0.545 1.256
H 1.97114 -0.63326 4.01012 0.403 0.937 -0.022
H 2.30024 3.30710 4.16589 -0.704 0.082 -1.854
H 1.31827 4.06388 2.81035 0.031 0.089 0.010
H 3.03250 3.55675 2.54329 -1.042 -0.159 0.305
C 3.38199 -2.16777 -1.86639 -0.727 -0.349 1.312
Si 1.47895 -2.50429 -1.64767 1.301 -0.223 0.471
C 0.54451 -3.16545 -3.12180 -0.029 0.011 -0.359
C 1.62484 -3.94125 -0.46698 -1.169 -0.053 0.017
C 2.06186 -5.12070 -1.06147 0.937 -1.063 -1.181
C 2.28573 -6.27234 -0.33019 -1.305 1.077 1.102
C 1.65160 -6.40756 0.91182 -0.511 0.979 0.001
C 0.97893 -5.32551 1.44055 -0.495 2.561 -0.436
C 1.15713 -3.99012 0.83479 -0.948 -1.866 1.235
Si 1.19277 -2.43815 1.96609 1.037 -0.816 -0.734
C 0.70268 -3.04048 3.63576 -0.326 -1.015 1.251
C 3.11554 -2.33597 1.80282 -1.008 2.452 -0.026
H 3.99619 -2.46323 -0.95490 -0.994 0.057 -1.229
H 3.56932 -1.13874 -2.02141 0.247 1.252 -0.342
H 3.69913 -2.69355 -2.74229 0.443 -0.495 -0.519
H 1.16650 -3.70611 -3.81534 0.643 -0.155 -0.291
H 0.14714 -2.32730 -3.67960 -0.285 0.221 -0.191
H -0.26315 -3.87649 -2.92059 -0.030 0.377 0.500
H 2.27270 -5.24645 -2.15284 0.069 0.722 0.925
H 2.83024 -7.06038 -0.72792 0.732 -1.456 -0.847
H 1.56973 -7.31530 1.45905 0.236 -0.892 0.053
H 0.19663 -5.38150 2.24097 1.322 -0.248 -0.389
H 1.17731 -4.03559 3.83242 -0.028 0.882 0.036
H -0.36467 -3.28161 3.61909 -0.155 0.108 -0.040
H 0.83691 -2.35888 4.49455 0.122 -0.295 -0.458
H 3.62043 -1.81269 2.61947 -0.035 -0.133 0.024
H 3.28133 -1.71912 0.89499 0.120 -0.398 0.407
H 3.51001 -3.29910 1.64390 0.513 -1.211 -0.085
C -2.24888 -1.15902 1.25712 0.576 0.650 -0.076
C -2.75701 -2.50497 1.08668 -1.970 -1.393 -0.905
C -3.17976 -3.20078 2.20454 0.886 -0.761 0.790
C -3.97869 -4.33890 2.14542 0.529 0.389 0.937
C -4.45124 -4.76966 0.92271 0.126 1.505 0.697
C -4.22750 -3.95806 -0.20186 0.046 -0.889 -0.788
C -3.28686 -2.93908 -0.17300 0.330 0.404 1.260
H -2.56617 -0.80441 2.24624 0.193 0.087 -0.025
H -2.72151 -0.52834 0.50150 0.126 0.213 0.127
H -2.74394 -2.96113 3.18172 -0.420 0.413 -0.227
H -4.23910 -4.75228 3.14753 0.134 -0.276 -1.199
H -5.03652 -5.63922 0.95368 -1.027 -0.919 -0.603
H -4.83348 -4.16139 -1.10849 0.888 0.018 0.420
H -2.93722 -2.39237 -1.04164 -0.515 0.021 -0.206
```
Positions in Å, forces in eV/Å.

Calculated values
E_HOMO (spin up / spin down) (Ha): -0.123 / -0.123
Multiplicity: 3
Net charge: -1
Frontier orbital gap (spin up / spin down) (eV): 4.7 / 4.8
Maximum force (eV/A): 3.597


Entry 3:
A structure of composition C2H18ClMgO7, computed with ωB97M-V/def2-TZVPD.

Structure (XYZ):
```
29
Properties=species:S:1:pos:R:3:forces:R:3
Mg 1.96084 -1.81930 -1.29215 -1.216 1.278 1.655
Cl 0.49582 -1.01146 0.60159 0.865 -0.889 -1.401
O 0.09162 -2.00659 3.71124 0.226 -0.074 -0.025
H 0.58126 -1.92384 4.53821 -0.118 0.006 -0.052
H 0.70797 -1.73095 3.02370 -0.117 0.098 0.128
O 3.34663 -1.92753 0.08797 0.875 -0.540 0.513
H 3.11548 -2.26758 0.97187 -0.160 0.152 -0.228
H 4.25033 -1.58451 0.17377 -0.124 -0.111 -0.180
O -1.59841 -3.90486 0.59467 0.493 -0.019 -0.202
H -0.75390 -3.48779 0.82269 -0.488 -0.003 0.067
H -2.05787 -3.29557 0.00411 -0.071 -0.006 0.120
O 2.45637 0.07560 -1.72257 0.486 0.293 -0.071
H 2.28532 0.66314 -0.95685 -0.272 -0.238 -0.182
H 3.20752 0.47374 -2.19165 -0.262 -0.067 -0.096
O -2.68774 -1.00083 0.14021 0.213 -0.233 -0.130
H -2.51998 -0.09236 -0.13227 -0.023 -0.074 0.052
H -1.82892 -1.33134 0.44600 -0.366 0.380 0.104
O 1.45836 1.70756 2.13549 0.013 -0.037 -0.248
H 0.78486 2.34145 2.41056 0.097 -0.047 -0.002
H 0.97446 1.01583 1.66627 -0.066 0.105 0.214
C -0.93471 1.63404 -1.77007 -0.728 -0.240 -0.346
C -2.18071 2.50585 -1.62845 0.114 0.125 0.385
O -1.92484 3.73892 -0.98012 0.067 0.083 0.012
H -0.11665 2.14911 -2.27376 0.012 0.091 0.082
H -1.25603 0.79602 -2.39914 0.303 -0.157 0.041
H -0.63141 1.23795 -0.80203 0.221 0.151 0.008
H -2.89563 2.00397 -0.97258 -0.053 -0.095 -0.120
H -2.67810 2.63349 -2.59246 0.085 0.139 -0.036
H -1.65196 4.40784 -1.61427 -0.007 -0.071 -0.062
```
Positions in Å, forces in eV/Å.

Calculated values
E_HOMO (Ha): -0.470
Multiplicity: 1
Net charge: +1
Frontier orbital gap (eV): 6.2
Maximum force (eV/A): 2.419


Entry 4:
A structure of composition C3H3HgMgO3, computed with ωB97M-V/def2-TZVPD.

Structure (XYZ):
```
11
Properties=species:S:1:pos:R:3:forces:R:3
C -0.04610 0.14931 -0.64882 -1.248 0.562 -0.537
C -1.44933 0.59331 -0.79359 -1.257 0.448 -0.030
O -1.13030 -0.16225 0.35997 1.226 -0.939 0.967
C 1.93834 -0.70084 0.89298 3.012 1.700 4.273
O 1.65192 -1.59427 1.61115 -1.320 0.093 -2.517
O 2.54395 0.31027 0.73325 -1.001 -2.478 -0.984
Hg 1.81347 2.24469 -0.61808 -0.975 0.065 -0.540
H 0.12702 -0.76138 -1.24011 0.394 0.285 0.152
H -2.17286 0.05726 -1.41683 0.495 0.225 -0.251
H -1.84259 1.55695 -0.45301 0.663 0.092 -0.635
Mg -1.43352 -1.69307 1.57308 0.012 -0.053 0.102
```
Positions in Å, forces in eV/Å.

Calculated values
ΔE to the lowest compared entry with this formula, charge and spin (kcal/mol): 50.3
E_HOMO (spin up / spin down) (Ha): -0.421 / -0.477
Multiplicity: 3
Net charge: +1
Frontier orbital gap (spin up / spin down) (eV): 7.3 / 6.8
Maximum force (eV/A): 5.498


> Number 1 is which compound?

C7H11Cl2N